A single C13H18N2O5 molecule at a distorted geometry. Source: the Open Molecules 2025 dataset; level of theory: ωB97M-V/def2-TZVPD.

Structure (XYZ):
```
38
Properties=species:S:1:pos:R:3:forces:R:3:mulliken_charge:R:1
C 3.08513 0.26550 -3.27536 -0.19 -0.35 0.70 -1.39
C 1.94054 0.66732 -2.33522 -1.16 -0.69 -0.63 0.28
O 1.10616 1.63799 -2.99043 1.80 0.70 0.32 -0.65
C 1.01511 -0.57786 -1.97452 1.86 -0.41 -0.31 0.14
N -0.34558 -0.24580 -1.74939 -2.68 -0.58 -0.67 -0.38
C -0.97649 0.71497 -0.97394 -2.08 1.00 -0.84 0.03
O -2.20187 0.93086 -1.15406 3.04 -0.60 0.56 -0.66
C -0.10985 1.52616 -0.00919 -0.64 -0.54 1.61 0.53
N 0.25167 2.83999 -0.45358 1.10 -0.52 -1.56 -0.71
C -0.82996 1.64982 1.36254 0.67 1.63 -0.75 -1.74
C -1.16441 0.38514 2.02957 0.02 -0.74 0.70 0.33
C -0.28825 -0.19436 2.98017 -0.09 0.54 -0.22 -0.41
C -0.59726 -1.37077 3.59246 -0.38 -0.32 0.83 -0.53
C -1.77794 -2.04203 3.29282 0.59 0.06 -0.24 0.79
O -1.91570 -3.27031 3.89544 -0.63 0.63 -0.51 -0.55
C -2.66014 -1.48031 2.36411 -0.45 -0.97 -0.23 -0.58
C -2.37259 -0.26403 1.74570 0.91 -0.38 0.23 -0.40
C 1.59285 -1.40404 -0.76526 1.87 -0.58 -1.64 0.35
O 2.75957 -1.69869 -0.67525 -0.27 0.67 -0.10 -0.61
O 0.69293 -1.92283 0.02165 -1.39 0.41 0.29 -0.48
H 2.59486 -0.13339 -4.18464 0.51 0.33 0.23 0.35
H 3.76224 1.11873 -3.49799 -0.59 -0.61 0.08 0.36
H 3.64360 -0.55705 -2.78440 -0.10 0.50 -0.37 0.32
H 2.23585 1.11690 -1.39503 0.56 0.08 0.07 0.32
H 0.28621 1.25288 -3.22007 -1.36 -0.64 -0.47 0.32
H 0.99603 -1.27871 -2.87715 0.29 0.78 1.24 0.53
H -1.03230 -0.75324 -2.34045 0.62 0.70 0.58 0.16
H 0.80530 1.01492 0.23373 0.51 -0.62 -0.25 0.55
H -0.58005 3.37542 -0.56017 -0.72 0.66 -0.20 0.30
H 0.66996 2.70422 -1.40387 -0.47 0.73 0.97 0.42
H -0.13594 2.27376 1.97197 -0.54 -0.42 -0.31 0.40
H -1.72003 2.25155 1.14910 -0.05 -0.08 0.27 0.51
H 0.66019 0.20771 3.36018 -0.46 0.58 -0.77 0.32
H 0.04222 -1.70357 4.40975 -0.15 -0.35 -0.38 0.38
H -2.73586 -3.62078 3.54186 -0.22 -0.48 0.18 0.28
H -3.54713 -2.04584 2.01114 0.50 0.37 0.51 0.23
H -3.02409 0.11631 0.96249 0.03 0.06 0.31 0.44
H -0.12495 -1.48653 -0.30470 -0.28 -0.57 0.74 0.42
```
Positions in Å, forces in eV/Å.

Results
SMILES = C[C@@H](O)[C@H](NC(=O)[C@@H](N)Cc1ccc(O)cc1)C(=O)O
Max |F| = 3.14 eV Å⁻¹
Total charge = 0
ΔE to the lowest compared entry with this formula, charge and spin = 32.7 kcal per mole

A single C17H16N2O3S3 molecule at a distorted geometry. Source: the Open Molecules 2025 dataset; level of theory: ωB97M-V/def2-TZVPD.

Structure (XYZ):
```
41
Properties=species:S:1:pos:R:3:forces:R:3:mulliken_charge:R:1
O 1.35846 -1.19589 -3.53683 0.30 -0.92 1.36 -0.66
O 3.29129 0.03449 -2.74134 -0.95 -2.01 1.55 -0.68
O -1.65473 -3.35301 0.29760 0.77 -2.09 0.03 -0.64
N -4.67782 0.18568 -0.44102 0.30 -0.50 -0.47 -0.57
S -3.54428 -1.91125 -1.53654 -0.31 0.79 1.02 -0.05
C -4.71334 -0.58691 -1.50470 0.15 0.56 0.57 0.57
C -3.70721 -0.23968 0.41709 0.83 -1.90 -0.49 -0.43
C -2.99749 -1.37647 0.03579 -1.75 2.69 0.00 0.44
C 3.32615 3.17410 3.82662 1.08 0.08 0.34 -0.36
C 3.99078 2.05606 3.37370 0.32 -1.31 -0.89 -0.51
C 2.01930 3.36651 3.46585 -0.82 -1.07 -0.06 -0.70
C 3.32722 1.13949 2.49877 1.08 0.65 0.82 -0.36
C 1.30755 2.40040 2.74764 0.03 0.63 -0.37 -0.47
C 0.14457 -0.17125 1.48515 -0.99 -1.60 -1.18 -0.47
C 2.03493 0.17398 0.01122 -0.75 -0.88 -0.50 -0.88
C 0.26791 -1.40242 -0.64508 0.19 0.34 0.86 -0.72
C 1.97831 1.30763 2.18704 1.09 1.56 1.30 0.35
C 1.35272 0.44823 1.23274 0.15 -1.11 -1.94 0.40
C -0.36946 -1.13524 0.57127 1.28 1.44 0.17 0.51
C 1.48438 -0.76618 -0.90879 0.20 0.90 0.86 -0.20
N -4.92269 0.48020 -3.73985 -0.31 0.07 0.14 -0.54
S -1.78359 -2.10282 1.04696 -0.40 0.29 -0.74 0.33
C -5.61633 -0.27287 -2.68274 0.45 0.06 -0.25 -0.75
C 3.24678 -2.59748 -2.18478 -0.37 0.07 0.69 -1.04
S 2.33778 -1.06912 -2.46360 0.59 2.46 -2.47 1.32
H -3.47728 0.20202 1.37524 -0.44 0.45 0.00 0.39
H 3.85970 3.89766 4.46281 -0.40 -0.34 -0.41 0.34
H 5.05017 1.90491 3.66367 -0.83 -0.05 -0.35 0.33
H 1.56060 4.24210 3.82497 -0.87 0.90 0.24 0.40
H 3.89074 0.30345 2.06052 -0.30 0.37 0.30 0.41
H 0.25310 2.55784 2.48544 0.46 0.03 0.19 0.37
H -0.45463 0.00387 2.37095 0.37 0.13 0.25 0.50
H 2.96100 0.70054 -0.27092 -0.52 -0.34 0.31 0.62
H -0.20795 -2.08942 -1.31947 0.12 -0.31 -0.32 0.45
H -4.57758 1.39603 -3.42510 -0.03 -0.87 -0.17 0.24
H -4.20770 -0.08284 -4.19510 -0.03 0.46 0.27 0.26
H -6.49562 0.32917 -2.35283 0.67 -0.71 -0.04 0.32
H -5.91771 -1.24247 -3.10505 -0.32 0.44 -0.03 0.34
H 3.92334 -2.77637 -3.00532 0.31 0.42 -0.27 0.39
H 3.77795 -2.46743 -1.22446 -0.16 -0.16 -0.54 0.35
H 2.58065 -3.46522 -2.15751 -0.19 0.37 0.25 0.37
```
Positions in Å, forces in eV/Å.

Results
Max |F| = 3.54 eV Å⁻¹
Total charge = 0
ΔE to the lowest compared entry with this formula, charge and spin = 0.0 kcal per mole

A molecular structure, C34H41B3F9IO32 at a distorted geometry. Source: the Open Molecules 2025 dataset; level of theory: ωB97M-V/def2-TZVPD.

Structure (XYZ):
```
120
Properties=species:S:1:pos:R:3:forces:R:3:mulliken_charge:R:1
C 0.29648 0.82517 -1.25403 -0.18 -0.39 -0.45 0.72
C -1.23331 0.80752 -1.04792 0.29 0.06 0.53 -0.46
C -1.90909 2.18180 -1.09896 -0.44 -0.11 0.02 -0.79
C -2.37178 2.59309 -2.51324 0.15 0.21 -0.27 0.01
B -1.19874 2.76259 -3.51661 -0.25 -0.29 0.07 0.32
O -0.70821 1.64769 -4.22303 0.16 0.66 -0.37 -0.18
B 0.43384 1.96134 -4.90889 0.01 -0.63 0.47 0.48
I 0.65011 1.38479 -6.95906 0.09 -0.16 0.15 -0.10
O 1.37236 2.75607 -4.29639 -0.16 0.57 -0.89 -0.48
B 0.78114 3.99495 -4.00976 -0.06 -0.24 0.28 -0.12
C 1.67943 5.29751 -4.04367 0.32 -0.11 -0.03 -0.29
O 1.83925 6.04673 -2.82317 -0.13 0.11 -0.14 -0.41
C 1.11790 5.61004 -1.74257 -0.99 0.38 0.31 0.63
C 1.74709 4.50971 -0.94102 -0.15 -0.13 0.03 0.54
O 0.06182 6.11459 -1.45127 0.86 -0.25 -0.21 -0.58
O -0.57628 3.98841 -3.77859 0.33 -0.11 0.30 -0.16
H 0.58705 0.14079 -2.05508 0.01 0.12 0.12 -0.38
H 0.66710 1.81043 -1.54500 0.02 -0.01 0.15 -0.35
H 0.82182 0.47814 -0.36189 0.04 0.24 -0.01 -0.17
H -1.70983 0.12074 -1.75185 -0.05 0.15 -0.04 0.21
H -1.42922 0.39097 -0.05488 -0.01 -0.03 -0.11 0.54
H -1.27681 2.96110 -0.65877 0.08 -0.12 -0.05 0.32
H -2.80141 2.14262 -0.46578 0.05 0.05 -0.08 0.49
H -2.92685 3.53510 -2.46674 -0.01 -0.08 0.07 0.37
H -3.03199 1.81443 -2.90377 -0.05 0.07 0.15 -0.21
H 1.27803 5.98017 -4.80202 -0.09 -0.04 0.08 0.32
H 2.67624 5.00504 -4.38677 -0.03 0.06 0.09 0.17
H 1.00248 3.72216 -0.81139 0.07 0.03 0.05 -0.43
H 1.98010 4.88694 0.05765 0.03 -0.05 -0.20 -0.23
H 2.65029 4.10776 -1.39464 0.00 0.04 -0.01 0.36
C 1.55909 5.70580 4.35473 -0.09 -0.06 0.09 0.11
C 2.88773 6.35437 4.68710 -0.02 -0.17 0.03 0.21
O 3.76737 5.73172 3.76165 -0.01 0.26 -0.08 -0.38
C 3.03186 5.35504 2.68426 -0.12 -0.29 0.14 0.79
O 3.49280 4.99597 1.64787 0.15 -0.01 0.09 -0.56
O 1.72041 5.42830 2.95613 -0.04 0.23 -0.03 -0.21
F 3.30396 6.08591 5.94552 0.02 -0.06 -0.03 -0.28
H 1.42700 4.76942 4.90028 0.07 0.02 0.03 -0.15
H 0.70267 6.35341 4.51528 0.00 0.04 -0.17 0.30
H 2.92123 7.43429 4.53248 0.03 0.02 0.09 0.28
C 3.24558 1.81747 3.09398 0.07 0.03 -0.13 -0.57
C 2.64750 0.43490 2.92948 0.11 0.10 0.27 0.74
O 1.50630 0.49985 3.77323 -0.07 0.01 -0.26 -0.35
C 1.10803 1.79954 3.82546 0.01 0.01 0.18 0.42
O 0.05902 2.17429 4.22802 -0.13 -0.07 0.01 -0.53
O 2.07858 2.60529 3.34873 0.17 0.05 -0.05 -0.03
F 3.48474 -0.53035 3.38695 -0.04 0.02 0.07 -0.32
H 3.91210 1.86035 3.95681 -0.03 -0.09 0.04 0.29
H 3.76199 2.18261 2.21042 -0.15 0.10 -0.03 0.37
H 2.33356 0.18516 1.91856 0.07 -0.16 -0.01 -0.13
C -5.68730 1.30977 -5.72404 -0.02 0.16 0.00 -0.48
C -6.53049 0.05423 -5.65171 0.12 -0.02 -0.08 0.43
O -5.75475 -0.77458 -4.80206 -0.19 0.05 0.18 -0.32
C -5.02090 0.02847 -3.98696 0.06 0.00 -0.18 0.63
O -4.44745 -0.33155 -3.01595 0.09 -0.05 0.04 -0.51
O -5.03484 1.30236 -4.45003 -0.06 -0.02 -0.06 -0.26
F -6.65527 -0.53999 -6.86348 0.11 0.00 0.04 -0.30
H -4.94145 1.23515 -6.51688 -0.03 -0.09 -0.04 0.27
H -6.26711 2.21952 -5.84944 0.02 0.03 0.17 0.28
H -7.52132 0.18985 -5.21638 -0.05 -0.08 -0.09 0.20
C -11.26995 -1.23081 -8.02082 -0.11 -0.01 -0.03 -0.43
C -10.16208 -2.23883 -7.79621 0.10 0.10 -0.04 0.31
O -9.37687 -1.60479 -6.80184 -0.23 -0.23 0.11 -0.23
C -10.19167 -0.77984 -6.09115 0.07 0.09 -0.11 0.68
O -9.90313 -0.28284 -5.05484 0.06 0.10 0.03 -0.51
O -11.36503 -0.60539 -6.73672 -0.03 -0.05 -0.04 -0.33
F -9.41300 -2.43440 -8.90481 0.03 0.06 0.03 -0.28
H -10.97399 -0.49198 -8.76653 0.07 -0.04 -0.03 0.28
H -12.22021 -1.67631 -8.29896 -0.05 0.02 0.15 0.27
H -10.49673 -3.20719 -7.42105 0.05 -0.06 -0.08 0.26
C 0.00834 1.14688 9.02745 -0.05 -0.12 0.10 -0.20
C -1.15059 1.77741 8.28506 0.06 0.10 0.03 0.36
O -0.51775 2.83307 7.58354 -0.02 -0.10 -0.15 -0.30
C 0.77635 2.47962 7.37470 -0.15 -0.05 0.03 0.67
O 1.50525 3.01021 6.60738 0.28 0.18 0.03 -0.50
O 1.10662 1.42247 8.15024 -0.03 -0.04 0.01 -0.33
F -2.08440 2.28861 9.12075 0.07 0.07 0.00 -0.29
H 0.17260 1.64348 9.98466 -0.08 0.06 0.00 0.27
H -0.09842 0.07955 9.18643 0.11 -0.03 -0.11 0.00
H -1.64348 1.12245 7.56519 -0.09 0.01 0.04 0.29
C 5.74391 -2.35975 0.06931 0.09 0.06 -0.05 -0.44
C 5.17126 -3.75112 -0.09500 -0.01 -0.01 0.04 0.40
O 4.00016 -3.69209 0.69908 -0.11 0.00 -0.23 -0.35
C 3.58433 -2.39748 0.73427 0.14 0.02 0.09 0.71
O 2.52375 -2.03490 1.11222 -0.15 -0.03 -0.02 -0.52
O 4.56048 -1.58054 0.27489 0.06 -0.01 -0.02 -0.29
F 5.99236 -4.71184 0.39860 -0.05 0.01 0.07 -0.33
H 6.37692 -2.30283 0.95590 0.00 -0.09 0.02 0.28
H 6.29095 -2.00667 -0.79940 -0.14 0.09 -0.05 0.28
H 4.90122 -4.01109 -1.12013 0.08 -0.09 0.00 0.25
C -0.49922 -2.90425 -4.48308 -0.12 0.03 -0.01 -0.36
C 0.83836 -2.21768 -4.30967 -0.02 -0.12 0.03 0.66
O 1.74962 -3.21393 -4.72736 0.02 0.18 -0.16 -0.34
C 1.10556 -4.02915 -5.61255 -0.08 -0.05 0.07 0.58
O 1.63680 -4.81000 -6.32236 0.04 -0.07 0.00 -0.50
O -0.22937 -3.80225 -5.56380 -0.01 0.04 0.04 -0.35
F 1.08800 -1.89161 -3.01741 0.07 -0.15 -0.01 -0.28
H -0.76074 -3.47323 -3.58990 0.05 0.04 0.06 0.28
H -1.30893 -2.22724 -4.73962 0.01 -0.04 -0.14 0.21
H 0.97106 -1.32837 -4.92718 0.03 0.10 0.06 0.03
C 5.45035 -8.05497 -0.57954 0.06 -0.04 0.08 -0.37
C 4.25866 -8.34910 -1.46774 -0.02 0.13 0.03 0.27
O 4.18587 -7.18275 -2.26757 0.08 -0.19 -0.14 -0.26
C 5.43605 -6.64864 -2.34589 -0.02 0.09 0.12 0.68
O 5.76395 -5.80475 -3.10853 -0.02 0.12 0.04 -0.51
O 6.24386 -7.21218 -1.41991 0.00 -0.13 0.01 -0.31
F 3.11065 -8.48498 -0.76532 0.00 0.08 0.01 -0.29
H 5.14455 -7.49904 0.30808 -0.09 -0.01 -0.01 0.24
H 6.01007 -8.93873 -0.28844 0.11 0.03 -0.11 0.29
H 4.37734 -9.21820 -2.11680 -0.09 -0.05 0.04 0.28
C 2.03674 -2.75291 9.84387 0.09 0.10 -0.06 -0.42
C 1.41256 -4.11747 9.63792 -0.01 0.00 0.13 0.28
O 0.26875 -4.05598 10.47105 -0.09 0.01 -0.21 -0.32
C -0.10393 -2.75268 10.58232 0.08 -0.02 0.05 0.63
O -1.14263 -2.37057 10.99617 -0.05 0.03 0.06 -0.48
O 0.88932 -1.94545 10.12979 0.10 -0.05 -0.04 -0.31
F 2.21824 -5.12120 10.05356 -0.03 0.02 0.08 -0.28
H 2.70395 -2.75595 10.70646 0.00 -0.10 0.01 0.27
H 2.56245 -2.37352 8.97254 -0.13 0.09 -0.03 0.30
H 1.09577 -4.32271 8.61412 0.06 -0.08 -0.01 0.29
```
Positions in Å, forces in eV/Å.

Results
Max |F| = 1.10 eV Å⁻¹
Total charge = 0

7 unconnected molecules or ions with the total composition C18H32NO21S2 at a distorted geometry. Source: the Open Molecules 2025 dataset; level of theory: ωB97M-V/def2-TZVPD.

Structure (XYZ):
```
74
Properties=species:S:1:pos:R:3:forces:R:3:mulliken_charge:R:1
N 1.02969 1.03449 0.64597 -4.93 -6.38 -1.08 0.86
O 1.41869 0.04949 -0.08703 0.62 1.93 -1.00 -0.63
O 1.60969 1.23649 1.65397 3.41 2.80 3.23 -0.60
O -0.22531 1.28949 0.60597 0.82 1.61 -1.05 -0.71
O 2.28169 -1.39651 -7.43703 -2.18 -0.63 1.11 -0.66
S 1.22269 -1.82151 -6.49703 5.82 -1.68 0.97 1.18
O 1.37069 -3.15651 -5.90403 -0.50 1.52 -0.89 -0.68
O 1.30369 -0.79551 -5.28103 -2.16 0.76 -2.73 -0.25
C 2.10869 -1.11451 -4.19703 -6.86 -4.01 1.12 -1.01
C 2.19969 -0.06651 -3.34203 2.44 1.90 5.58 -0.06
C -0.30331 -1.72151 -7.20503 0.33 -0.31 -2.43 -0.71
H 2.91869 -1.52951 -4.46103 6.35 -2.80 -2.29 0.88
H 1.58369 -1.89751 -3.57203 0.13 0.10 -1.15 0.20
H 1.21569 0.30849 -3.09903 0.28 0.59 0.35 -0.13
H 2.93869 0.61349 -3.71603 0.09 1.24 0.24 0.32
H 2.67869 -0.68151 -2.38903 -1.15 2.41 -1.75 0.16
H -0.93931 -1.36851 -6.50203 -2.29 0.88 2.44 0.20
H -0.52531 -2.81451 -7.38203 0.00 1.49 -0.63 0.36
H -0.24931 -0.91851 -7.98503 -0.20 -1.40 0.10 0.30
O -2.43031 -3.45051 0.83497 -0.59 -0.76 0.11 -0.57
S -1.45831 -4.49451 0.96997 1.17 0.38 -3.38 1.35
O -0.77531 -4.97751 -0.25403 -1.63 0.26 2.67 -0.68
O -0.30031 -3.79751 1.86897 -2.85 -4.16 2.07 -0.33
C 0.18669 -2.69651 1.27797 5.48 1.57 -1.64 0.09
C 1.55269 -2.45351 2.01197 -0.55 -0.15 -1.95 -1.70
C -2.08331 -5.87751 1.93297 -2.07 -0.83 1.94 -1.00
H -0.40831 -1.81951 1.19697 -0.84 0.60 0.49 0.11
H 0.54669 -2.94851 0.29197 -0.48 0.02 -0.83 0.51
H 2.02969 -1.57951 1.68197 0.23 1.59 -0.92 0.44
H 2.37369 -3.17251 1.91797 -0.89 -0.66 0.05 0.36
H 1.29669 -2.23951 2.97297 -0.29 0.13 3.23 0.45
H -2.74231 -6.76151 1.54197 0.94 2.47 -0.53 0.32
H -2.62431 -5.53051 2.89097 0.85 -0.02 -1.69 0.30
H -1.27231 -6.45051 2.28297 1.56 -0.31 0.42 0.37
C 2.25669 3.29349 -1.41703 1.13 0.04 -3.46 -0.28
C 1.99169 4.48749 -0.52503 1.22 2.25 0.11 -0.05
O 0.56369 4.68349 -0.54403 1.52 0.29 0.69 -0.33
C 0.08269 3.82049 -1.39603 -5.76 -1.42 -0.40 0.68
O -1.13831 3.67449 -1.54803 3.00 0.43 -0.28 -0.63
O 1.00669 3.10949 -2.00703 -2.49 -1.40 -0.12 -0.16
H 2.62069 2.36249 -0.92903 -0.16 0.68 -0.39 0.14
H 2.66469 3.49649 -2.51903 1.51 -0.11 3.06 0.28
H 2.40669 5.47249 -1.07703 -0.33 -2.11 2.11 0.26
H 2.24969 4.21649 0.54697 0.20 1.11 -1.34 0.13
C -2.38131 -0.47351 -1.35903 0.18 1.84 -0.06 0.41
C -1.51831 0.06149 -2.50703 -2.74 -0.03 0.96 0.43
O -1.90431 -0.72651 -3.60103 -0.35 -0.47 -0.98 -0.35
C -2.71531 -1.74051 -3.23803 -0.80 0.21 0.77 0.63
O -3.20731 -2.50251 -4.03503 0.69 0.74 1.74 -0.59
O -2.93431 -1.66051 -1.82203 -0.22 -1.72 -3.13 -0.36
H -3.18731 0.32249 -1.33603 0.62 -1.16 1.28 0.28
H -1.72631 -0.66551 -0.48503 -1.03 0.49 -0.16 -0.29
H -0.54431 -0.05051 -2.30403 3.69 -0.51 0.53 -0.69
H -1.75431 1.09949 -2.57803 0.02 0.72 -0.87 0.42
C -0.55631 0.09549 4.90497 -2.28 3.10 -2.21 0.14
C -1.64731 -0.00351 3.81897 2.30 2.05 -4.70 -0.33
O -2.71531 0.84749 4.07297 -0.22 0.55 0.40 -0.32
C -2.45431 1.34549 5.22097 -2.92 4.61 6.06 0.63
O -3.19431 2.11449 5.87297 1.75 -2.13 -2.33 -0.66
O -1.29931 0.96249 5.83497 0.95 -0.64 -1.56 -0.40
H 0.34969 0.57849 4.42797 -0.79 -0.78 1.27 -0.01
H -0.55031 -0.83451 5.31497 1.34 -2.48 1.49 0.46
H -2.13031 -0.82051 3.49197 -0.96 -4.25 0.17 0.65
H -1.36031 0.33149 2.76797 0.88 -0.04 1.24 -0.10
C 1.44769 3.27149 4.05797 -1.05 -1.52 -6.18 -0.23
C 0.02569 3.35949 3.34197 3.87 3.67 2.49 -0.35
O -0.66431 4.26449 4.20697 -0.36 0.27 -0.30 -0.41
C -0.00531 4.31249 5.35797 -2.97 0.98 4.15 0.69
O -0.41531 4.86849 6.41497 2.21 -1.91 -4.38 -0.62
O 1.02269 3.45949 5.25797 0.79 1.18 7.32 -0.35
H 2.24569 3.94049 3.67097 -0.68 0.23 0.31 0.23
H 1.77169 2.28049 3.81197 0.55 -0.73 0.59 0.24
H -0.45131 2.54249 3.08597 -2.56 -4.47 -0.28 0.19
H 0.21969 3.80349 2.47497 0.20 2.26 -3.82 0.59
```
Positions in Å, forces in eV/Å.

Results
Max |F| = 8.15 eV Å⁻¹
Total charge = -1
ΔE to the lowest compared entry with this formula, charge and spin = 59.2 kcal per mole

HOMO-LUMO gap in eV, matching the order above: 8.8; 8.7; 10.3; 8.4
Total energy in eV, matching the order above: -26990.805; -59514.653; -136039.432; -85332.536